Record 1
DFT (ωB97M-V with the def2-TZVPD basis set) results for a 12-piece molecular cluster, C42H114N18O18 overall in a non-equilibrium geometry.

Each line ends with the Mulliken charge.
Cartesian coordinates (Å):
O 11.04594 -16.62913 -14.27010  -0.798
O 12.54696 -24.18496 -13.89054  -0.394
O 19.30369 -13.48406 -8.93213  -0.215
O 17.85324 -28.58343 -11.14345  -0.203
O 10.87481 -20.33322 -16.16349  -0.182
O 20.42948 -24.55766 -14.76941  -0.546
O 16.03513 -16.99576 -9.93044  -0.490
O 19.39084 -20.58883 -17.24227  -0.822
O 18.77872 -23.42847 -10.77680  -0.004
O 6.39345 -21.34098 -14.42990  -0.181
O 15.57605 -20.88045 -12.84135  -1.176
O 14.60486 -15.15747 -13.19073  0.284
O 15.29129 -19.27385 -17.20977  -0.178
O 19.19960 -18.93764 -13.99850  -0.966
O 20.32391 -17.21531 -11.57238  -0.875
O 12.62184 -19.70172 -11.25984  -0.613
O 15.26527 -23.25888 -17.62534  0.074
O 10.22967 -24.25093 -7.77596  -0.383
N 12.57317 -20.63403 -9.20893  -0.127
N 11.16641 -24.69985 -10.98968  -0.519
N 8.16409 -19.56582 -16.12320  -0.370
N 14.94416 -15.89497 -15.79475  -0.433
N 14.14114 -21.16575 -10.55011  0.156
N 18.79135 -16.94318 -9.96687  -0.251
N 19.89739 -22.83001 -16.98844  -0.134
N 16.15618 -13.31053 -9.30674  -0.306
N 17.79034 -24.89316 -15.39584  -0.390
N 14.49163 -20.69898 -14.78565  1.095
N 19.45769 -26.40142 -10.20180  -0.223
N 11.48699 -18.74489 -13.75741  0.494
N 16.64883 -20.53497 -14.72818  1.559
N 12.50555 -17.19784 -12.75493  -0.070
N 20.14195 -17.04508 -14.31680  -0.411
N 20.12607 -21.48184 -15.34139  -0.032
N 18.22465 -17.82394 -11.74436  0.315
N 19.89027 -18.25528 -15.98291  -0.233
C 7.15003 -19.16322 -15.12035  -0.487
C 9.96220 -24.24026 -10.20135  -0.633
C 13.03343 -24.11366 -12.60268  -0.239
C 21.82503 -24.71074 -14.59585  -1.009
C 5.96368 -20.04841 -14.89999  -0.736
C 15.89215 -15.70291 -13.49023  1.020
C 19.04484 -27.55435 -9.41381  -0.673
C 19.48392 -25.32526 -9.18593  -0.788
C 19.72383 -18.17246 -14.74298  0.832
C 15.67782 -17.96520 -17.10675  -0.757
C 9.16666 -18.52979 -16.24452  -0.511
C 5.38227 -22.27380 -14.39759  -0.812
C 19.21006 -17.35162 -11.14017  0.797
C 15.86885 -20.01612 -18.28958  -0.286
C 13.05172 -20.45046 -10.39662  -0.076
C 11.51840 -21.29843 -17.05702  -0.828
C 19.75823 -23.91822 -9.82550  -0.842
C 15.48143 -15.72842 -9.57916  -0.563
C 14.24923 -23.57371 -18.58027  -0.801
C 16.19404 -15.66410 -15.00972  -0.868
C 18.25788 -24.74931 -14.01148  0.248
C 19.67996 -25.17087 -13.74705  -0.952
C 14.97168 -17.93373 -10.21311  -0.381
C 13.43627 -24.39555 -15.01124  -0.376
C 20.48714 -13.68689 -8.06011  -0.718
C 11.97926 -23.58233 -11.49226  -0.465
C 14.47944 -13.71795 -13.17086  -0.865
C 16.14630 -24.26577 -17.27792  -1.121
C 19.77533 -21.58633 -16.60921  0.798
C 18.47816 -12.31367 -8.84685  -0.737
C 17.46531 -29.64901 -12.01118  -0.842
C 10.24469 -23.54810 -6.51942  -0.753
C 18.83648 -28.85543 -10.31557  -0.696
C 11.63864 -17.48809 -13.68167  0.735
C 16.59284 -14.62776 -9.70667  -0.037
C 10.23836 -23.39579 -8.91258  0.489
C 17.13026 -12.33512 -9.66923  -0.569
C 10.48480 -19.11925 -16.82584  -0.568
C 15.57932 -20.74783 -14.03140  0.396
C 19.16051 -22.29854 -11.44362  -0.537
C 16.83967 -23.83573 -15.91958  1.363
C 14.78834 -17.36318 -15.96623  0.778
H 13.51190 -24.24470 -18.13957  0.231
H 17.30291 -12.39510 -10.74380  0.275
H 16.11727 -23.83154 -15.10336  -0.388
H 19.97933 -24.87403 -12.74188  0.398
H 14.29912 -15.48281 -15.13585  0.470
H 15.66601 -25.23446 -17.13988  0.375
H 5.35145 -20.08225 -15.80117  0.396
H 8.81990 -17.63047 -16.75353  0.327
H 4.83977 -21.92536 -13.51873  0.329
H 9.47190 -18.30729 -15.22206  0.311
H 16.16989 -13.30560 -8.29684  0.332
H 22.02161 -25.71910 -14.23163  0.373
H 9.39327 -23.58156 -10.85751  0.341
H 11.14879 -22.79656 -8.90083  -0.307
H 18.35526 -21.87177 -12.04158  -0.344
H 12.83804 -24.87333 -15.78710  0.255
H 22.35278 -24.50796 -15.52777  0.297
H 20.80834 -14.69886 -8.30681  0.188
H 19.79819 -26.25413 -13.77258  0.500
H 16.95332 -16.40370 -15.26384  -0.214
H 19.43029 -16.32787 -9.48391  0.014
H 17.28896 -17.72869 -11.37625  0.085
H 9.36690 -25.12250 -9.96605  0.379
H 18.80181 -26.19985 -10.94294  0.106
H 6.80494 -18.18031 -15.44114  0.381
H 18.61995 -29.54284 -9.49784  0.364
H 13.86023 -23.40338 -12.60367  0.074
H 17.31527 -22.86735 -16.07500  -0.462
H 14.69616 -15.54279 -10.31196  0.212
H 16.80749 -14.61915 -10.77529  -0.266
H 14.28359 -25.02891 -14.74859  0.475
H 14.41673 -18.02989 -9.27989  0.386
H 16.64663 -15.15316 -12.92752  0.305
H 10.85446 -19.15871 -14.42731  0.104
H 10.91878 -25.18177 -11.84205  0.333
H 18.17575 -23.71726 -13.67057  -0.430
H 11.14603 -22.96508 -6.33028  0.258
H 16.55346 -14.72356 -15.42723  0.440
H 18.62672 -24.90670 -15.96187  0.351
H 16.70857 -17.93908 -16.75324  -0.012
H 17.66389 -25.35531 -13.32735  0.547
H 13.74410 -22.62056 -18.73661  0.186
H 16.04007 -19.49071 -19.22911  0.458
H 15.17972 -18.89979 -10.67305  0.246
H 11.80181 -22.17399 -16.47292  0.239
H 20.10112 -23.49585 -16.25682  0.104
H 18.36688 -18.26075 -12.64384  -0.119
H 13.73612 -17.56085 -16.17081  -0.132
H 14.65397 -24.13108 -19.42503  0.317
H 9.40705 -22.70110 -8.79246  0.342
H 22.15669 -23.97060 -13.86764  0.302
H 4.62591 -22.28323 -15.18240  0.318
H 19.75341 -27.79721 -8.62195  0.438
H 12.51267 -20.93235 -17.31299  0.033
H 14.69113 -20.73976 -15.77491  -0.876
H 18.33784 -12.09300 -7.78869  0.410
H 17.01490 -30.48795 -11.48068  0.301
H 5.30855 -19.46898 -14.24948  0.396
H 11.30349 -18.41137 -16.69640  -0.052
H 17.87833 -17.20639 -9.62449  0.445
H 18.07251 -27.34950 -8.96581  0.391
H 14.50651 -21.72528 -9.79279  0.213
H 14.80560 -13.33829 -12.20257  0.081
H 19.30793 -21.46398 -10.75814  0.598
H 12.92820 -16.28103 -12.72436  -0.040
H 20.06422 -20.55463 -14.94570  -0.142
H 20.33063 -22.36883 -14.90378  0.088
H 15.03220 -15.68661 -8.58692  0.438
H 21.27378 -12.94858 -8.21563  0.281
H 16.81672 -20.38783 -17.90039  0.088
H 20.22848 -25.66520 -8.46608  0.402
H 14.44317 -17.51484 -11.06944  -0.083
H 19.55211 -19.06776 -16.47852  0.073
H 16.83221 -29.13406 -12.73375  0.241
H 15.03222 -17.89059 -15.04402  -0.134
H 19.73899 -29.12066 -10.86623  0.399
H 18.33672 -30.01302 -12.55547  0.346
H 20.21431 -17.51647 -16.59057  0.232
H 11.30962 -22.89037 -12.00300  0.383
H 13.11998 -21.25768 -8.63259  0.091
H 19.14727 -11.48369 -9.07384  0.445
H 20.12317 -13.68440 -7.03268  0.339
H 14.61430 -21.16499 -11.44242  0.085
H 11.75856 -19.30327 -12.96082  -0.058
H 16.69370 -20.13410 -15.65414  -0.593
H 11.77761 -20.15114 -8.81651  0.223
H 13.57403 -20.90384 -14.41667  0.045
H 13.78933 -23.45674 -15.43796  -0.098
H 19.83601 -23.23428 -8.98035  0.474
H 5.82222 -23.26990 -14.34933  0.205
H 19.67052 -23.16361 -17.91437  0.233
H 20.76301 -23.87032 -10.24528  0.428
H 10.94654 -21.66979 -17.90741  0.427
H 16.67381 -11.37658 -9.42235  0.392
H 8.77136 -20.36110 -15.98593  0.324
H 13.48485 -25.05350 -12.28484  0.357
H 14.99160 -13.25792 -14.01594  0.345
H 15.63254 -17.44751 -18.06490  0.326
H 17.46598 -15.01548 -9.18187  0.288
H 12.39350 -23.00991 -10.66230  0.052
H 12.97064 -18.07796 -12.58411  -0.190
H 7.62235 -19.12627 -14.13870  0.260
H 9.40172 -22.86810 -6.39659  0.318
H 16.85782 -24.22194 -18.10250  0.489
H 17.47552 -20.43604 -14.15644  -0.639
H 20.03279 -22.48991 -12.06860  0.227
H 10.23465 -19.22392 -17.88157  0.636
H 15.19255 -20.85897 -18.43214  -0.284
H 13.41339 -13.50764 -13.08473  0.248
H 20.81491 -16.49583 -14.83210  0.194
H 18.53559 -25.32666 -8.64856  0.379
H 10.13649 -24.22773 -5.67414  0.283
H 15.93046 -16.74611 -13.17662  -0.743
H 20.27350 -17.12358 -13.31848  0.104

Total charge = 0
Structure (SMILES) = COCCNCCOC.COCCNCCOC.COCCNCCOC.COCCNCCOC.COCCNCCOC.COCCNCCOC.NC(N)=O.NC(N)=O.NC(N)=O.NC(N)=O.NC(N)=O.NC(N)=O
M = 1159.5 g/mol
E_HOMO = -7.89 eV
HOMO-LUMO gap = 0.30761 Ha
DFT total energy = -109072.2723 eV
ΔE to the lowest compared entry with this formula, charge and spin = 171.8 kcal/mol

---

Record 2
DFT (ωB97M-V with the def2-TZVPD basis set) results for a 7-piece molecular cluster, C42H116N17O7P5 overall in a non-equilibrium geometry.

Each line ends with the Mulliken charge.
Cartesian coordinates (Å):
P 8.57197 -8.15300 4.62553  0.203
P 15.09360 -12.72166 1.74606  -0.646
P 10.98510 -14.85972 -2.37325  -0.383
P 18.53760 -10.84066 -4.32901  0.109
P 15.90667 -6.36081 4.15182  -0.399
O 15.68984 -5.02211 3.57934  -0.776
O 12.78733 -0.78650 0.16227  -0.576
O 7.35502 -8.96526 4.80532  -0.943
O 13.76516 -12.57639 1.12533  -0.880
O 11.06196 -14.27814 -3.71777  -0.894
O 9.81386 -8.27353 -1.74125  -0.471
O 18.43648 -11.04532 -2.86627  -0.906
N 12.38919 -14.80442 -1.50424  0.551
N 14.20060 -2.53613 -0.12344  0.179
N 8.94422 -7.41249 6.06721  0.449
N 8.44636 -6.95479 3.51659  0.512
N 11.19805 -8.43422 -2.04537  0.402
N 14.91618 -6.59928 5.46551  0.581
N 15.79348 -14.22023 1.78493  0.376
N 19.80522 -11.58662 -5.11138  0.285
N 15.66994 -7.60077 3.08685  0.474
N 15.03394 -12.30342 3.35249  0.586
N 10.58893 -16.47702 -2.31833  0.391
N 9.83134 -14.08312 -1.46100  0.930
N 17.48889 -6.54616 4.65793  0.252
N 17.19372 -11.36615 -5.15000  0.422
N 18.57499 -9.20906 -4.62707  0.399
N 9.95201 -9.00389 4.24379  0.714
N 16.19399 -11.73972 1.00747  1.822
C 15.03460 -7.62148 6.51400  -0.890
C 7.85795 -5.69189 3.89879  -1.021
C 14.81813 -8.76442 3.32265  0.383
C 10.22400 -10.25473 4.91001  -0.892
C 17.21235 -12.55223 -6.00079  -0.840
C 11.83914 -9.94438 -0.13911  -0.156
C 11.91056 -7.18117 -1.75932  2.105
C 17.61875 -11.73042 1.31751  -1.355
C 9.52388 -17.01724 -1.49840  -0.864
C 16.11247 -7.40062 1.71885  -0.798
C 8.28057 -7.85865 7.28786  -1.164
C 9.87763 -13.98199 -0.01806  -0.845
C 18.08596 -5.40186 5.32195  -1.100
C 20.11494 -12.90734 -4.55275  -1.135
C 15.86928 -11.00874 -0.22331  -0.128
C 11.71069 -9.73047 -1.63628  2.616
C 8.53965 -7.16547 2.07068  -1.232
C 10.90631 -10.87419 -2.24580  -2.159
C 16.65712 -14.66490 0.71139  -0.995
C 10.10296 -6.51924 6.23637  -1.337
C 17.97213 -7.84687 5.08363  -0.718
C 13.86485 -5.59593 5.66597  -1.030
C 13.70353 -12.01395 3.95734  -1.376
C 8.54500 -13.86289 -2.08849  -1.351
C 11.99681 -6.80254 -0.26370  -0.974
C 20.97481 -10.87270 -5.59725  -1.093
C 15.21405 -15.24554 2.62640  -1.049
C 13.06498 -9.77751 -2.32073  -1.203
C 18.74621 -8.22575 -3.55495  -0.861
C 13.29788 -13.68405 -1.73722  -0.427
C 11.23623 -6.04366 -2.52152  -2.012
C 14.44793 -2.76652 1.27748  -1.013
C 14.92967 -3.37311 -1.05614  -0.858
C 11.53858 -17.37700 -2.94286  -1.097
C 13.42363 -1.51429 -0.56033  0.057
C 10.94879 -8.55832 3.29871  -1.473
C 18.75635 -8.69582 -5.97400  -1.229
C 13.34939 -7.28653 -2.28627  -1.636
C 13.97783 -8.64769 -1.90341  1.388
C 16.19447 -12.24179 4.20556  -1.082
C 15.94178 -11.03518 -4.50461  -1.206
C 12.64676 -15.55191 -0.30731  -0.784
H 15.09298 -11.37072 -5.09914  0.515
H 8.56656 -16.61521 -1.83407  0.260
H 10.92459 -9.19721 2.41477  0.812
H 14.97651 -8.79332 -2.32579  0.575
H 17.81226 -7.98836 -3.05033  0.049
H 12.85048 -7.23940 0.25513  -0.385
H 13.13718 -12.93334 3.81061  0.397
H 9.17147 -6.39944 1.62095  0.405
H 13.99383 -3.70109 1.61457  0.327
H 19.19186 -7.33258 -3.99672  0.370
H 9.40171 -8.33771 -2.60711  0.332
H 14.26259 -13.90010 -1.28888  0.093
H 9.71328 -5.55471 6.56237  0.336
H 9.42524 -18.09698 -1.63887  0.377
H 15.89454 -11.42743 -3.48405  0.467
H 11.95742 -16.92219 -3.83892  0.313
H 16.80520 -6.57182 1.59686  0.426
H 7.52876 -7.09713 1.65613  0.530
H 19.72554 -8.22896 -6.16716  0.394
H 11.11493 -6.34180 -3.56699  0.490
H 15.78776 -2.88565 -1.52548  0.369
H 11.95137 -8.41533 3.72239  -0.158
H 17.70227 -5.25698 6.34331  0.323
H 12.87615 -12.76909 -1.31191  -0.299
H 9.81426 -14.95915 0.47599  0.171
H 18.76306 -8.20360 4.41782  0.263
H 13.57233 -10.71215 -2.04780  -0.822
H 8.38993 -12.81714 -2.39020  0.185
H 15.97904 -15.74765 3.23174  0.389
H 13.37794 -5.47093 4.69825  0.300
H 11.26902 -10.54808 4.80666  0.104
H 10.80333 -7.01988 6.90498  0.601
H 19.16747 -5.53769 5.37313  0.434
H 9.60542 -11.06903 4.52279  0.287
H 15.50295 -2.82613 1.55913  0.356
H 18.40558 -7.79839 6.09150  0.415
H 13.99648 -6.58654 -1.76083  0.262
H 14.78802 -10.90352 -0.26867  -1.144
H 13.42154 -7.20712 -3.37201  0.403
H 15.69973 -7.26735 7.30959  0.252
H 14.12616 -8.63127 -0.81841  -1.309
H 12.07583 -5.71282 -0.18981  0.682
H 9.09155 -13.33333 0.36681  0.497
H 14.03459 -8.48248 4.02341  0.133
H 11.00099 -18.26178 -3.30286  0.435
H 16.39489 -10.05657 -0.20553  0.213
H 15.87229 -12.16320 5.25568  0.392
H 16.82882 -13.12616 4.19447  0.378
H 17.88420 -4.48146 4.77920  0.277
H 14.07002 -1.93829 1.87383  0.366
H 10.05187 -10.16568 5.98832  0.348
H 15.34938 -4.23251 -0.52957  0.180
H 14.25204 -3.81109 -1.78752  0.295
H 7.37177 -7.26575 7.42433  0.315
H 10.24539 -5.80381 -2.13745  0.410
H 17.97150 -12.44871 -6.77296  0.261
H 10.81453 -9.93160 0.25223  0.769
H 21.17669 -13.06999 -4.38762  0.407
H 12.01941 -16.44266 -0.23452  0.352
H 12.42292 -14.99498 0.61296  0.083
H 13.90419 -11.74527 4.98948  0.587
H 10.55865 -10.59193 -3.24176  0.463
H 16.59170 -8.31649 1.35721  0.155
H 17.82641 -12.39673 2.15357  0.529
H 9.69007 -16.88668 -0.42650  0.250
H 20.75135 -10.33684 -6.51961  0.309
H 8.11259 -8.93017 7.32245  0.328
H 21.42736 -10.17815 -4.88243  0.312
H 11.85778 -5.14775 -2.50922  0.307
H 15.81689 -9.94804 -4.44247  0.178
H 17.45765 -13.45825 -5.42708  0.309
H 15.26709 -7.19108 1.04619  0.113
H 8.89729 -7.61510 8.16032  0.381
H 16.83615 -15.74073 0.69708  0.414
H 16.27336 -14.42746 -0.28799  0.139
H 10.54973 -6.41747 5.24656  0.289
H 17.90945 -10.73994 1.68554  0.079
H 19.50768 -8.56597 -2.85074  0.329
H 14.64013 -15.99392 2.07639  0.344
H 8.90391 -8.16344 1.84959  0.244
H 18.73492 -9.51965 -6.69478  0.388
H 16.71241 -11.27369 4.13813  0.262
H 11.54890 -11.73556 -2.38045  0.178
H 14.58211 -14.76571 3.37686  0.293
H 10.80558 -13.52520 0.33998  -0.009
H 13.44232 -1.43773 -1.66015  0.355
H 13.35968 -13.43830 -2.80013  0.581
H 14.03200 -7.74593 6.91915  0.393
H 13.14561 -5.85799 6.43860  0.333
H 12.92141 -9.80109 -3.40394  0.890
H 16.22200 -12.72070 -6.41572  0.344
H 17.90121 -8.06949 -6.23883  0.341
H 18.19940 -12.02007 0.44040  0.324
H 10.05244 -11.10524 -1.60878  0.290
H 8.36726 -5.24249 4.75255  0.250
H 13.19255 -11.19886 3.44317  0.221
H 16.18382 -11.59603 -1.09331  0.314
H 14.44724 -9.08502 2.34910  -0.290
H 7.91524 -4.96965 3.08391  0.402
H 12.44589 -9.26498 0.44748  -0.583
H 19.81845 -13.68102 -5.28320  0.325
H 12.19557 -10.96592 0.03065  -0.553
H 14.26328 -4.61300 5.92932  0.265
H 6.79580 -5.78100 4.15974  0.296
H 8.46336 -14.42528 -3.01887  0.420
H 21.74985 -11.57781 -5.89759  0.479
H 12.31649 -17.73517 -2.25887  0.267
H 15.38110 -9.58729 3.77744  -0.125
H 19.53189 -13.20640 -3.68251  0.317
H 10.83457 -7.52147 2.98001  0.525
H 17.65316 -14.21778 0.77319  0.323
H 17.20909 -8.61575 5.19474  0.074
H 15.41122 -8.57991 6.16585  0.221
H 7.73328 -14.08649 -1.39257  0.527
H 13.69867 -15.84719 -0.25086  0.435
H 11.11113 -7.07899 0.31095  -0.320

Total charge = 0
Structure (SMILES) = CN(C)P(=O)(N(C)C)N(C)C.CN(C)P(=O)(N(C)C)N(C)C.CN(C)P(=O)(N(C)C)N(C)C.CN(C)P(=O)(N(C)C)N(C)C.CN(C)P(=O)(N(C)C)N(C)C.CC1(C)CCCC(C)(C)N1O.CN(C)C=O
M = 1126.4 g/mol
E_HOMO = -8.12 eV
HOMO-LUMO gap = 0.31098 Ha
DFT total energy = -131549.4586 eV